1 | 2 unconnected molecules or ions with the total composition C4H10N2, computed with wB97M-V/def2-TZVPD.

```
! wB97M-V def2-TZVPD RIJCOSX def2/J DEFGRID3
* xyz 0 1
C 0.47 1.56 0.25
C 0.43 -0.03 -0.02
C -0.35 -0.86 1.08
C -0.76 -0.85 -0.34
H -0.61 1.90 0.08
H 1.62 1.75 -0.66
H 0.93 1.61 1.47
H 1.77 -1.50 -0.28
H 1.66 -0.69 -1.70
H -0.73 -0.26 1.92
H 0.35 -1.72 1.69
H -0.71 -1.73 -0.91
H -2.49 0.38 0.01
H -1.47 0.88 -1.32
N 1.71 -0.54 -0.60
N -1.83 0.12 -0.67
*
```

For the HOMO-LUMO gap, the calculation gives 9.3 eV.

How is the electron density shared among the atoms? According to Mulliken, the charges in e are: atom 1 (C): -0.848, atom 2 (C): 0.468, atom 3 (C): -0.744, atom 4 (C): -0.155, atom 5 (H): 0.290, atom 6 (H): 0.271, atom 7 (H): 0.217, atom 8 (H): 0.322, atom 9 (H): 0.266, atom 10 (H): 0.288, atom 11 (H): 0.172, atom 12 (H): 0.327, atom 13 (H): 0.253, atom 14 (H): 0.267, atom 15 (N): -0.722, atom 16 (N): -0.673

2 | 2 unconnected molecules or ions with the total composition C4H10N2, computed with wB97M-V/def2-TZVPD.

```
! wB97M-V def2-TZVPD RIJCOSX def2/J DEFGRID3
* xyz 0 1
H 1.73 0.82 -0.13
N 1.64 1.76 -0.38
C 0.68 2.24 -1.04
N 0.55 2.42 -2.45
H -0.30 2.45 -0.49
H 1.54 2.57 -2.86
H -0.15 3.16 -2.71
C -0.57 -1.64 -0.27
C -0.16 -1.65 0.99
C -1.01 -1.73 2.14
H 0.27 -1.40 -0.87
H -1.55 -1.76 -0.61
H 0.88 -1.87 1.21
H -0.43 -2.39 2.85
H -2.02 -2.17 1.93
H -1.10 -0.81 2.70
*
```

The structure (SMILES) is [H]/N=C/N.C=CC. For the HOMO-LUMO gap, the calculation gives 9.4 eV.

How is the electron density shared among the atoms? According to Mulliken, the charges in e are: atom 1 (H): 0.267, atom 2 (N): -0.635, atom 3 (C): 0.029, atom 4 (N): -0.529, atom 5 (H): 0.297, atom 6 (H): 0.312, atom 7 (H): 0.268, atom 8 (C): -0.950, atom 9 (C): 0.154, atom 10 (C): -0.903, atom 11 (H): 0.266, atom 12 (H): 0.326, atom 13 (H): 0.320, atom 14 (H): 0.244, atom 15 (H): 0.292, atom 16 (H): 0.242

Each structure's energy above the most stable one, in eV: 1 2.059; 2 0.000.

1 | C7H17N in the gas phase, computed with wB97M-V/def2-TZVPD.

```
! wB97M-V def2-TZVPD RIJCOSX def2/J DEFGRID3
* xyz 0 1
C 1.04 0.09 2.88
C -0.39 0.67 2.80
N -0.91 0.94 1.47
C -1.01 -0.23 0.60
C -1.04 0.18 -0.86
C 0.29 -0.02 -1.64
C 0.83 -1.43 -1.59
C 0.09 0.49 -3.08
H 1.59 0.13 1.94
H 1.63 0.66 3.60
H 1.02 -0.95 3.23
H -1.07 -0.01 3.29
H -0.41 1.61 3.34
H -0.41 1.67 0.99
H -1.95 -0.74 0.83
H -0.21 -0.97 0.77
H -1.82 -0.41 -1.37
H -1.29 1.24 -0.96
H 0.95 0.70 -1.16
H 0.48 -1.97 -2.47
H 0.54 -1.95 -0.68
H 1.92 -1.48 -1.60
H 1.02 0.90 -3.49
H -0.70 1.23 -3.13
H -0.21 -0.34 -3.74
*
```

The structure (SMILES) is CCNCCC(C)C. For the HOMO-LUMO gap, the calculation gives 9.7 eV.

How is the electron density shared among the atoms? According to Mulliken, the charges in e are: atom 1 (C): -0.984, atom 2 (C): -0.511, atom 3 (N): -0.390, atom 4 (C): -0.401, atom 5 (C): -1.321, atom 6 (C): 1.051, atom 7 (C): -1.296, atom 8 (C): -1.493, atom 9 (H): 0.250, atom 10 (H): 0.332, atom 11 (H): 0.286, atom 12 (H): 0.290, atom 13 (H): 0.411, atom 14 (H): 0.251, atom 15 (H): 0.240, atom 16 (H): 0.250, atom 17 (H): 0.364, atom 18 (H): 0.456, atom 19 (H): 0.137, atom 20 (H): 0.378, atom 21 (H): 0.336, atom 22 (H): 0.276, atom 23 (H): 0.366, atom 24 (H): 0.392, atom 25 (H): 0.327

2 | C7H17N in the gas phase, computed with wB97M-V/def2-TZVPD.

```
! wB97M-V def2-TZVPD RIJCOSX def2/J DEFGRID3
* xyz 0 1
C 1.75 -1.42 -1.92
C 0.57 -1.47 -0.98
C 0.75 -2.60 0.06
C 0.42 -0.12 -0.28
N -0.91 0.04 0.31
C -1.28 1.37 0.81
C -0.56 1.70 2.12
C -1.04 2.45 -0.24
H 2.63 -1.09 -1.36
H 1.94 -2.38 -2.39
H 1.54 -0.70 -2.72
H -0.40 -1.69 -1.43
H 0.04 -2.51 0.89
H 0.68 -3.57 -0.43
H 1.71 -2.53 0.59
H 0.52 0.66 -1.04
H 1.24 0.00 0.44
H -1.04 -0.63 1.06
H -2.34 1.28 0.98
H 0.43 1.26 2.15
H -1.11 1.31 2.99
H -0.47 2.77 2.34
H -0.03 2.85 -0.17
H -1.21 2.07 -1.25
H -1.76 3.26 -0.11
*
```

The structure (SMILES) is CC(C)CNC(C)C. For the HOMO-LUMO gap, the calculation gives 9.7 eV.

How is the electron density shared among the atoms? According to Mulliken, the charges in e are: atom 1 (C): -1.478, atom 2 (C): 0.653, atom 3 (C): -1.435, atom 4 (C): -0.827, atom 5 (N): -0.289, atom 6 (C): 0.478, atom 7 (C): -1.226, atom 8 (C): -1.675, atom 9 (H): 0.312, atom 10 (H): 0.441, atom 11 (H): 0.373, atom 12 (H): 0.260, atom 13 (H): 0.364, atom 14 (H): 0.367, atom 15 (H): 0.328, atom 16 (H): 0.363, atom 17 (H): 0.220, atom 18 (H): 0.233, atom 19 (H): 0.352, atom 20 (H): 0.299, atom 21 (H): 0.336, atom 22 (H): 0.354, atom 23 (H): 0.366, atom 24 (H): 0.417, atom 25 (H): 0.416

3 | C7H17N in the gas phase, computed with wB97M-V/def2-TZVPD.

```
! wB97M-V def2-TZVPD RIJCOSX def2/J DEFGRID3
* xyz 0 1
C -3.00 -1.41 -0.63
C -1.74 -1.60 -1.45
C -0.39 -1.12 -0.89
C 0.08 0.32 -1.17
C 1.43 0.52 -0.44
N 1.29 1.24 0.87
C 0.09 1.25 1.74
C 2.46 0.93 1.68
H -3.62 -0.70 -1.21
H -3.72 -2.26 -0.65
H -2.90 -1.13 0.39
H -1.59 -2.68 -1.47
H -1.85 -1.03 -2.39
H -0.35 -1.42 0.21
H 0.36 -1.85 -1.17
H 0.11 0.69 -2.25
H -0.60 1.08 -0.75
H 1.91 1.31 -1.04
H 1.84 -0.49 -0.34
H -0.22 2.31 1.73
H 0.33 0.88 2.80
H -0.73 0.69 1.23
H 2.34 0.08 2.35
H 2.72 1.85 2.23
H 3.32 0.62 1.06
*
```

The structure (SMILES) is CCCCCN(C)C. For the HOMO-LUMO gap, the calculation gives 9.1 eV.

How is the electron density shared among the atoms? According to Mulliken, the charges in e are: atom 1 (C): -1.106, atom 2 (C): -0.528, atom 3 (C): -0.592, atom 4 (C): -0.878, atom 5 (C): -0.530, atom 6 (N): -0.010, atom 7 (C): -0.795, atom 8 (C): -1.191, atom 9 (H): 0.254, atom 10 (H): 0.332, atom 11 (H): 0.349, atom 12 (H): 0.287, atom 13 (H): 0.278, atom 14 (H): 0.346, atom 15 (H): 0.398, atom 16 (H): 0.399, atom 17 (H): 0.328, atom 18 (H): 0.271, atom 19 (H): 0.482, atom 20 (H): 0.251, atom 21 (H): 0.317, atom 22 (H): 0.193, atom 23 (H): 0.401, atom 24 (H): 0.344, atom 25 (H): 0.400

Each structure's energy above the most stable one, in eV: 1 0.293; 2 0.000; 3 2.016.

1 | 2 unconnected molecules or ions with the total composition C7H17N, computed with wB97M-V/def2-TZVPD.

```
! wB97M-V def2-TZVPD RIJCOSX def2/J DEFGRID3
* xyz 0 1
C -0.85 1.71 -0.27
C -0.05 0.70 0.52
N -0.04 -0.56 0.28
C -0.67 -0.96 1.61
C 0.17 -0.68 2.90
C -2.21 -0.62 1.72
H -1.78 2.05 0.19
H -0.21 2.59 -0.29
H -1.02 1.33 -1.28
H 0.66 1.28 1.14
H -0.59 -2.06 1.66
H -0.19 -1.30 3.72
H 1.23 -0.84 2.77
H -0.04 0.36 3.20
H -2.56 -0.86 0.72
H -2.59 -1.45 2.32
H -2.27 0.36 2.17
C 2.39 -0.05 -2.89
C 0.87 -0.19 -2.89
H 2.86 -0.93 -3.32
H 2.82 0.06 -1.89
H 2.68 0.77 -3.56
H 0.34 0.74 -2.67
H 0.48 -0.62 -3.81
H 0.54 -0.80 -2.05
*
```

The structure (SMILES) is C/C=N/C(C)C.CC. For the HOMO-LUMO gap, the calculation gives 8.5 eV.

How is the electron density shared among the atoms? According to Mulliken, the charges in e are: atom 1 (C): -1.221, atom 2 (C): 0.278, atom 3 (N): -0.312, atom 4 (C): 0.195, atom 5 (C): -1.409, atom 6 (C): -1.412, atom 7 (H): 0.313, atom 8 (H): 0.387, atom 9 (H): 0.252, atom 10 (H): 0.304, atom 11 (H): 0.338, atom 12 (H): 0.395, atom 13 (H): 0.347, atom 14 (H): 0.366, atom 15 (H): 0.369, atom 16 (H): 0.436, atom 17 (H): 0.332, atom 18 (C): -0.887, atom 19 (C): -0.531, atom 20 (H): 0.277, atom 21 (H): 0.267, atom 22 (H): 0.275, atom 23 (H): 0.036, atom 24 (H): 0.376, atom 25 (H): 0.227

2 | 2 unconnected molecules or ions with the total composition C7H17N, computed with wB97M-V/def2-TZVPD.

```
! wB97M-V def2-TZVPD RIJCOSX def2/J DEFGRID3
* xyz 0 1
C 1.93 -0.66 1.33
N 0.93 -1.21 0.81
C 0.32 -2.35 1.51
C -0.97 -2.75 0.79
H 2.43 -1.00 2.24
H 2.31 0.25 0.88
H 1.03 -3.18 1.54
H 0.10 -2.05 2.53
H -1.45 -3.54 1.37
H -1.63 -1.88 0.75
H -0.76 -3.04 -0.23
C 0.31 0.55 -2.43
C -0.41 1.73 -1.84
C -0.63 1.60 -0.32
C -1.18 2.88 0.30
H 1.33 0.44 -2.08
H 0.44 0.62 -3.52
H -0.22 -0.39 -2.27
H -1.42 1.81 -2.26
H 0.09 2.68 -2.06
H 0.33 1.38 0.15
H -1.29 0.76 -0.11
H -0.47 3.70 0.26
H -1.46 2.71 1.34
H -2.10 3.16 -0.24
*
```

The structure (SMILES) is C=NCC.CCCC. For the HOMO-LUMO gap, the calculation gives 10.7 eV.

How is the electron density shared among the atoms? According to Mulliken, the charges in e are: atom 1 (C): -0.458, atom 2 (N): -0.183, atom 3 (C): -0.463, atom 4 (C): -1.063, atom 5 (H): 0.297, atom 6 (H): 0.288, atom 7 (H): 0.367, atom 8 (H): 0.358, atom 9 (H): 0.374, atom 10 (H): 0.234, atom 11 (H): 0.278, atom 12 (C): -1.110, atom 13 (C): -0.459, atom 14 (C): 0.427, atom 15 (C): -1.410, atom 16 (H): 0.263, atom 17 (H): 0.361, atom 18 (H): 0.252, atom 19 (H): 0.260, atom 20 (H): 0.304, atom 21 (H): -0.105, atom 22 (H): 0.144, atom 23 (H): 0.339, atom 24 (H): 0.384, atom 25 (H): 0.321

Each structure's energy above the most stable one, in eV: 1 2.693; 2 0.000.

1 | 2 unconnected molecules or ions with the total composition C3H9NO, computed with wB97M-V/def2-TZVPD.

```
! wB97M-V def2-TZVPD RIJCOSX def2/J DEFGRID3
* xyz 0 1
C 1.81 1.63 0.18
C 1.39 0.22 -0.11
C 0.17 -0.28 -0.24
N -0.21 -1.62 0.02
H 1.40 1.85 1.18
H 2.86 1.78 0.33
H 1.32 2.36 -0.47
H 2.23 -0.48 -0.29
H -0.70 0.38 -0.33
H -0.87 -1.85 -0.73
H 0.52 -2.32 -0.04
O -3.45 -0.50 -0.20
H -3.28 0.15 0.49
H -3.20 -1.33 0.23
*
```

The structure (SMILES) is C/C=C/N.O. For the HOMO-LUMO gap, the calculation gives 9.2 eV.

How is the electron density shared among the atoms? According to Mulliken, the charges in e are: atom 1 (C): -1.023, atom 2 (C): -0.262, atom 3 (C): -0.018, atom 4 (N): -0.518, atom 5 (H): 0.250, atom 6 (H): 0.328, atom 7 (H): 0.279, atom 8 (H): 0.220, atom 9 (H): 0.284, atom 10 (H): 0.233, atom 11 (H): 0.237, atom 12 (O): -0.653, atom 13 (H): 0.317, atom 14 (H): 0.327

2 | 2 unconnected molecules or ions with the total composition C3H9NO, computed with wB97M-V/def2-TZVPD.

```
! wB97M-V def2-TZVPD RIJCOSX def2/J DEFGRID3
* xyz 0 1
C -0.70 -1.44 -0.04
C 0.11 -0.51 0.46
C 0.90 0.46 -0.35
N 2.25 0.58 0.27
H -1.33 -2.07 0.57
H -0.58 -1.77 -1.07
H 0.20 -0.46 1.54
H 0.42 1.44 -0.37
H 1.10 0.04 -1.34
H 2.77 1.34 -0.15
H 2.13 0.87 1.24
O -2.76 0.73 -0.18
H -2.50 0.26 -0.98
H -2.01 0.51 0.40
*
```

The structure (SMILES) is C=CCN.O. For the HOMO-LUMO gap, the calculation gives 10.7 eV.

How is the electron density shared among the atoms? According to Mulliken, the charges in e are: atom 1 (C): -0.910, atom 2 (C): -0.102, atom 3 (C): -0.109, atom 4 (N): -0.643, atom 5 (H): 0.261, atom 6 (H): 0.284, atom 7 (H): 0.215, atom 8 (H): 0.230, atom 9 (H): 0.296, atom 10 (H): 0.235, atom 11 (H): 0.214, atom 12 (O): -0.663, atom 13 (H): 0.343, atom 14 (H): 0.349

3 | C3H9NO in the gas phase, computed with wB97M-V/def2-TZVPD.

```
! wB97M-V def2-TZVPD RIJCOSX def2/J DEFGRID3
* xyz 0 1
C 0.84 -1.17 -0.05
C -0.15 -0.20 0.62
O -1.05 -0.92 1.45
C -0.77 0.76 -0.37
N 0.16 1.73 -1.03
H 1.24 -1.80 0.76
H 0.28 -1.76 -0.78
H 1.67 -0.55 -0.36
H 0.45 0.45 1.30
H -1.20 -1.76 1.00
H -1.36 0.27 -1.14
H -1.47 1.34 0.26
H 0.38 2.41 -0.32
H 0.99 1.20 -1.33
*
```

The structure (SMILES) is C[C@H](O)CN. For the HOMO-LUMO gap, the calculation gives 10.4 eV.

How is the electron density shared among the atoms? According to Mulliken, the charges in e are: atom 1 (C): -1.400, atom 2 (C): 0.381, atom 3 (O): -0.538, atom 4 (C): -0.718, atom 5 (N): -0.580, atom 6 (H): 0.356, atom 7 (H): 0.355, atom 8 (H): 0.440, atom 9 (H): 0.191, atom 10 (H): 0.347, atom 11 (H): 0.306, atom 12 (H): 0.331, atom 13 (H): 0.277, atom 14 (H): 0.252

4 | 2 unconnected molecules or ions with the total composition C3H9NO, computed with wB97M-V/def2-TZVPD.

```
! wB97M-V def2-TZVPD RIJCOSX def2/J DEFGRID3
* xyz 0 1
C -0.53 -1.54 -1.38
C -0.16 -0.77 -0.29
C 1.19 -0.34 -0.08
N -1.11 -0.33 0.64
H -1.63 -1.60 -1.54
H 0.13 -2.17 -1.91
H 1.64 -0.76 0.95
H 1.31 0.73 -0.12
H 1.88 -0.78 -0.93
H -0.90 0.58 1.08
H -2.13 -0.49 0.53
O 0.37 2.62 1.35
H -0.02 3.08 0.57
H -0.06 1.77 1.13
*
```

The structure (SMILES) is C=C(C)N.O. For the HOMO-LUMO gap, the calculation gives 8.9 eV.

How is the electron density shared among the atoms? According to Mulliken, the charges in e are: atom 1 (C): -0.988, atom 2 (C): 0.935, atom 3 (C): -1.123, atom 4 (N): -0.399, atom 5 (H): 0.176, atom 6 (H): 0.300, atom 7 (H): 0.234, atom 8 (H): 0.363, atom 9 (H): 0.255, atom 10 (H): 0.311, atom 11 (H): 0.232, atom 12 (O): -0.638, atom 13 (H): 0.339, atom 14 (H): 0.004

Each structure's energy above the most stable one, in eV: 1 0.506; 2 0.638; 3 0.000; 4 0.979.